74
Properties=species:S:1:pos:R:3:mulliken_charge:R:1 method="wB97M-V/def2-TZVPD" homo_energy_ev=-10.7 relative_energy_kj_mol=0.0 total_charge=+1 e_tot_ev=-50330.859
C -1.7078 -1.8866 -4.8806 -0.52
C -1.1526 -0.6320 -4.6198 -0.75
C -0.1793 -0.4878 -3.6253 -0.26
C 0.2015 -1.5891 -2.8404 0.86
Si 1.3984 -1.3754 -1.4364 -0.45
C 2.5566 -2.8176 -1.4215 0.40
C 2.9371 -3.3943 -2.6441 0.02
C 3.8652 -4.4436 -2.6748 -0.79
C 4.4083 -4.9306 -1.4817 -0.44
C 4.0272 -4.3585 -0.2626 -0.65
C 3.1014 -3.3085 -0.2276 -0.43
C 2.2964 0.2432 -1.5562 0.39
C 3.4490 0.2947 -2.3577 -0.48
C 4.1550 1.4949 -2.5065 -0.67
C 3.7190 2.6505 -1.8500 -0.54
C 2.5743 2.6029 -1.0453 -0.56
C 1.8724 1.4001 -0.8824 0.04
O 0.5370 -1.3298 0.0487 -0.65
C -0.7736 -1.1598 0.2056 1.07
C -1.5870 -1.9192 0.9968 -1.13
C -2.9451 -1.9548 0.4140 -0.58
C -2.8816 -0.9589 -0.7719 -1.09
C -1.5860 -0.1758 -0.5910 1.67
C -0.3555 -2.8467 -3.1099 -0.20
C -1.3014 -2.9939 -4.1324 -0.71
H -2.4501 -2.0009 -5.6727 0.39
H -1.4642 0.2466 -5.1861 0.43
H 0.2696 0.4929 -3.4357 0.52
H 2.5082 -3.0237 -3.5792 0.41
H 4.1597 -4.8678 -3.6342 0.39
H 5.1288 -5.7501 -1.5049 0.38
H 4.4567 -4.7276 0.6689 0.39
H 2.8048 -2.8666 0.7268 0.41
H 3.7913 -0.6087 -2.8695 0.34
H 5.0431 1.5186 -3.1380 0.39
H 4.2698 3.5855 -1.9665 0.37
H 2.2183 3.5001 -0.5364 0.45
H 0.9963 1.3706 -0.2271 0.29
H -1.2245 -2.5927 1.7681 0.65
H -3.2373 -2.9538 0.0587 0.47
H -3.7023 -1.6322 1.1296 -0.06
H -2.8261 -1.5272 -1.7112 0.14
H -3.7614 -0.3086 -0.8220 0.43
H -1.7672 0.7153 0.0294 -1.49
H -1.1480 0.1662 -1.5311 0.42
H -0.0457 -3.7168 -2.5228 0.42
H -1.7124 -3.9828 -4.3391 0.40
C -3.0558 -0.5402 3.4249 -2.31
C -2.7981 0.4855 2.4048 0.75
N -2.0071 1.5304 2.6518 0.48
C -1.9056 2.6856 1.8234 0.45
C -2.6684 3.0244 0.7195 -0.27
C -2.4641 4.2991 0.1601 -0.88
C -1.5285 5.1892 0.7148 -0.86
C -0.7782 4.8410 1.8434 -0.23
C -0.9798 3.5795 2.4032 0.15
C -0.4681 2.9667 3.5980 0.08
C -1.0944 1.7031 3.7385 0.75
C -0.8294 0.8928 4.8300 -0.52
C 0.0769 1.3631 5.7980 -0.95
C 0.6953 2.6172 5.6623 -0.71
C 0.4230 3.4328 4.5596 -0.49
H -3.9143 -1.1228 3.0727 0.40
H -2.1991 -1.2245 3.4887 0.45
H -3.2898 -0.1602 4.4294 0.63
H -3.5158 0.6455 1.5941 0.69
H -3.3929 2.3159 0.3265 0.35
H -3.0485 4.6003 -0.7087 0.45
H -1.3937 6.1729 0.2601 0.42
H -0.0537 5.5104 2.3084 0.45
H -1.3091 -0.0709 4.9368 0.38
H 0.2932 0.7382 6.6640 0.42
H 1.3946 2.9525 6.4279 0.41
H 0.8750 4.4132 4.4159 0.44